Below is a cluster of 2 separate species, C10H8FNO2S in total at a distorted geometry, with properties calculated with wB97M-V/def2-TZVPD.

Positions of all 23 atoms, in Å:
C: -1.684 -1.681 -0.503
C: 3.499 -0.621 0.218
C: 3.146 -0.426 -1.120
C: 2.672 -0.260 1.270
C: 1.861 0.005 -1.392
C: 1.428 0.317 0.959
C: 1.134 0.496 -0.346
C: -2.860 0.083 1.301
C: -3.692 0.015 0.059
C: -2.462 -0.786 0.153
N: -0.903 -2.464 -0.938
O: -0.860 2.127 0.225
O: -0.479 1.685 -2.175
F: -4.932 -0.645 -0.185
S: -0.518 1.178 -0.796
H: 4.552 -0.688 0.350
H: 3.891 -0.611 -1.791
H: 3.113 -0.224 2.332
H: 1.522 0.104 -2.433
H: 0.873 0.710 1.803
H: -2.450 1.046 1.344
H: -3.233 -0.228 2.261
H: -3.618 0.869 -0.597

Output
Kohn-Sham gap (alpha / beta): 7.581 / 7.308 eV
E_LUMO (alpha / beta): -1.861 / -2.212 eV
F_max: 0.06740 hartree/bohr
E_tot: -1088.9395 hartree
Relative energy (zero: lowest compared OMol25 entry of this formula, charge and spin): 432.93 kJ/mol

***

Below is a structure of composition C21H40Cl3IN2OOsSi3, with properties calculated with wB97M-V/def2-TZVPD.

Positions of all 72 atoms, in Å:
Os: 0.283 0.935 0.027
N: 1.068 4.897 0.336
C: 0.354 4.046 1.070
O: 0.038 2.926 0.654
C: -0.053 4.527 2.438
I: -1.530 3.330 3.357
H: 1.582 4.540 -0.459
H: 1.379 5.765 0.738
H: -0.404 5.555 2.406
H: 0.832 4.465 3.068
C: 2.529 -2.564 -1.158
Si: 0.823 -2.069 -1.755
C: -0.501 -3.019 -0.824
C: 0.675 -2.679 -3.532
C: 0.450 -0.222 -1.697
Si: 1.353 0.805 -2.988
C: 1.003 2.632 -2.636
C: 3.176 0.395 -3.084
C: 0.605 0.562 -4.695
H: 2.502 -3.567 -0.726
H: 2.926 -1.891 -0.401
H: 3.235 -2.580 -1.991
H: -0.264 -4.086 -0.872
H: -1.476 -2.877 -1.295
H: -0.594 -2.743 0.224
H: 0.678 -3.773 -3.526
H: 1.510 -2.356 -4.156
H: -0.253 -2.353 -4.008
H: -0.588 -0.203 -2.081
H: 0.995 2.886 -1.575
H: 0.019 2.888 -3.034
H: 1.751 3.273 -3.109
H: 3.650 0.270 -2.110
H: 3.718 1.178 -3.619
H: 3.305 -0.539 -3.637
H: -0.483 0.650 -4.662
H: 0.854 -0.396 -5.147
H: 0.979 1.351 -5.355
C: 0.942 -0.147 3.697
C: 0.532 -1.535 3.215
C: 1.436 -2.089 2.118
C: -0.938 -1.568 2.851
C: -1.758 -2.354 3.653
C: -3.123 -2.430 3.453
C: -3.699 -1.698 2.431
C: -2.937 -0.898 1.589
C: -3.695 -0.154 0.498
C: -3.377 -0.662 -0.909
C: -3.604 1.369 0.594
C: -1.535 -0.839 1.798
N: -0.846 -0.041 0.881
H: 2.012 -0.110 3.909
H: 0.399 0.120 4.606
H: 0.724 0.613 2.950
H: 0.634 -2.209 4.069
H: 1.398 -1.480 1.216
H: 1.145 -3.108 1.855
H: 2.472 -2.106 2.459
H: -1.303 -2.915 4.460
H: -3.735 -3.052 4.093
H: -4.769 -1.748 2.273
H: -4.744 -0.402 0.680
H: -2.338 -0.476 -1.169
H: -4.011 -0.154 -1.638
H: -3.562 -1.734 -0.986
H: -2.601 1.736 0.381
H: -3.886 1.712 1.590
H: -4.292 1.821 -0.124
Cl: 3.653 2.749 -0.634
Si: 2.564 1.384 0.595
Cl: 2.703 2.502 2.403
Cl: 4.011 -0.058 0.955

Output
Kohn-Sham gap (alpha / beta): 7.434 / 7.435 eV
E_LUMO (alpha / beta): -0.457 / -0.458 eV
F_max: 0.00306 hartree/bohr
E_tot: -3646.5702 hartree
Relative energy (zero: lowest compared OMol25 entry of this formula, charge and spin): 0.00 kJ/mol

***

Below is the ion CH8N4S with charge +2 at a distorted geometry, with properties calculated with wB97M-V/def2-TZVPD.

Positions of all 14 atoms, in Å:
C: 0.978 0.538 0.216
N: -0.129 1.245 -0.483
N: 0.485 -0.483 1.101
N: -0.610 0.532 -1.535
N: 0.073 -1.673 0.566
S: -1.194 -2.865 1.026
H: 1.552 0.045 -0.669
H: 1.722 1.200 0.703
H: -0.732 1.848 0.031
H: 0.538 -0.298 2.075
H: -1.620 0.566 -1.871
H: 0.198 0.350 -2.227
H: 0.537 -2.207 -0.206
H: -1.484 -2.351 2.288

Output
Kohn-Sham gap (alpha / beta): 8.041 / 7.566 eV
E_LUMO (alpha / beta): -10.952 / -10.917 eV
Charge: +2
F_max: 0.05883 hartree/bohr
E_tot: -659.2619 hartree
Relative energy (zero: lowest compared OMol25 entry of this formula, charge and spin): 148.40 kJ/mol

***

Below is a structure of composition C23H30Cl3N3ORhS at a distorted geometry, with properties calculated with wB97M-V/def2-TZVPD.

Positions of all 62 atoms, in Å:
Rh: -0.070 -0.720 -0.836
Cl: -2.157 0.712 -1.413
C: -3.154 -0.281 -2.416
C: -4.426 0.154 -2.731
C: -5.231 -0.635 -3.535
C: -4.765 -1.843 -4.027
C: -3.484 -2.263 -3.719
Cl: -2.913 -3.760 -4.351
C: -2.641 -1.492 -2.895
S: -1.043 -2.066 -2.518
H: -4.782 1.103 -2.353
H: -6.230 -0.303 -3.781
H: -5.392 -2.463 -4.652
Cl: 1.076 -4.520 -1.460
C: 1.414 -3.583 -0.059
C: 1.335 -4.214 1.165
C: 1.767 -3.576 2.320
C: 2.317 -2.292 2.244
C: 2.385 -1.644 1.043
C: 1.910 -2.237 -0.175
C: 2.103 -1.573 -1.400
H: 0.973 -5.232 1.206
H: 1.723 -4.093 3.270
H: 2.713 -1.825 3.136
H: 2.833 -0.659 0.968
H: 1.963 -2.099 -2.333
H: 2.771 -0.722 -1.413
C: 3.203 3.327 0.165
N: 1.969 2.617 -0.137
C: 1.215 2.155 1.016
C: 1.602 2.220 -1.388
O: 0.820 1.268 -1.590
N: 2.116 2.897 -2.449
C: 2.370 4.331 -2.443
C: 1.977 2.306 -3.775
H: 3.757 2.770 0.923
H: 3.009 4.329 0.553
H: 3.831 3.399 -0.716
H: 1.885 2.066 1.870
H: 0.773 1.181 0.821
H: 0.412 2.853 1.268
H: 1.981 4.791 -1.538
H: 1.856 4.778 -3.295
H: 3.433 4.559 -2.538
H: 1.839 1.234 -3.687
H: 2.883 2.511 -4.346
H: 1.120 2.725 -4.307
C: -0.313 -0.874 4.467
C: -1.495 -0.463 3.573
C: -1.716 1.057 3.633
C: -2.773 -1.208 3.989
C: -1.159 -0.825 2.197
N: -0.936 -1.099 1.106
H: -0.540 -0.617 5.501
H: 0.596 -0.350 4.173
H: -0.134 -1.947 4.400
H: -1.955 1.340 4.657
H: -2.542 1.355 2.986
H: -0.819 1.596 3.327
H: -2.954 -1.031 5.049
H: -2.674 -2.280 3.826
H: -3.632 -0.847 3.425

Output
Kohn-Sham gap (alpha / beta): 7.877 / 6.392 eV
E_LUMO (alpha / beta): -1.894 / -4.345 eV
Charge: +1
⟨S²⟩: 6.060
2S+1: 5
F_max: 0.02151 hartree/bohr
E_tot: -3022.9827 hartree